No. 1
C23H21N2O4PPdS2Te | ωB97M-V with the def2-TZVPD basis set

Geometry (Å):
Pd 0.59 -1.91 0.00
O 0.08 -2.65 -2.32
S -1.30 -2.75 -1.87
O -2.14 -3.55 -2.77
O -1.49 -3.15 -0.47
C -2.00 -1.07 -2.05
C -2.85 -0.93 -3.16
C -3.49 0.26 -3.44
C -3.27 1.36 -2.62
C -2.41 1.24 -1.54
C -1.78 0.03 -1.22
P -0.62 0.02 0.26
C 0.48 1.36 -0.42
C 0.41 2.71 -0.08
C 1.23 3.65 -0.71
C 2.10 3.26 -1.71
C 2.15 1.92 -2.08
C 1.36 0.98 -1.43
C -1.66 0.99 1.45
C -1.02 1.59 2.55
C -1.73 1.98 3.68
C -3.09 1.73 3.78
C -3.73 1.08 2.73
C -3.03 0.71 1.60
H -3.02 -1.81 -3.77
H -4.15 0.33 -4.29
H -3.75 2.31 -2.83
H -2.23 2.10 -0.91
H -0.28 3.05 0.68
H 1.17 4.69 -0.41
H 2.73 3.99 -2.21
H 2.81 1.60 -2.87
H 1.43 -0.07 -1.70
H 0.05 1.75 2.52
H -1.21 2.46 4.50
H -3.64 1.99 4.68
H -4.79 0.86 2.80
H -3.54 0.18 0.79
Te 2.91 -1.69 1.11
C 4.55 -1.62 -0.23
C 5.86 -1.92 0.01
C 6.72 -1.76 -1.12
C 6.05 -1.33 -2.23
S 4.38 -1.14 -1.88
H 6.20 -2.26 0.98
H 7.79 -1.95 -1.10
H 6.44 -1.14 -3.21
N 0.06 -1.59 3.57
C -0.42 -2.64 2.80
N -1.77 -2.58 2.49
O 0.24 -3.65 2.63
H -0.36 -0.69 3.38
H 1.07 -1.56 3.58
H -2.14 -1.64 2.40
H -1.96 -3.13 1.66

## Properties
* E_tot: -2833.24650 Eh
* total charge: -2
* LUMO: 4.53 eV
* ΔE to the lowest compared entry with this formula, charge and spin: 0.681 eV



No. 2
C23H21N3O3S4Sc | ωB97M-V with the def2-TZVPD basis set

Geometry (Å):
Sc -0.42 0.34 -1.27
S 0.63 2.03 -2.81
C 1.61 3.03 -1.74
C 1.22 4.36 -1.52
C 1.95 5.21 -0.72
C 3.12 4.77 -0.11
C 3.53 3.46 -0.32
C 2.78 2.58 -1.10
S 3.39 0.92 -1.30
C 3.36 0.35 0.43
C 2.16 -0.50 0.83
C 2.26 -1.28 1.95
C 1.33 -2.24 2.49
C 0.23 -2.76 1.93
C -0.19 -2.35 0.56
C -1.63 -2.77 0.20
S -2.80 -1.41 -0.06
C -2.77 -0.56 1.51
C -3.11 -1.27 2.65
C -3.09 -0.66 3.90
C -2.74 0.68 3.98
C -2.41 1.39 2.84
C -2.42 0.79 1.57
S -2.01 1.79 0.18
N 1.11 -0.34 0.01
H 0.30 4.70 -1.99
H 1.60 6.23 -0.56
H 3.71 5.43 0.51
H 4.45 3.11 0.13
H 3.38 1.24 1.06
H 4.28 -0.21 0.61
H 3.19 -1.19 2.49
H 1.58 -2.60 3.48
H -0.38 -3.48 2.47
H -2.01 -3.45 0.97
H -1.67 -3.30 -0.75
H -3.40 -2.31 2.57
H -3.34 -1.22 4.78
H -2.71 1.18 4.94
H -2.13 2.43 2.90
N -2.15 0.41 -2.85
C -2.06 -0.68 -3.83
C -1.18 -1.84 -3.34
O -1.26 -2.92 -3.94
N -0.37 -1.52 -2.32
C 0.61 -2.54 -1.99
C 0.76 -2.93 -0.53
O 1.58 -3.77 -0.24
O -0.10 -0.89 0.54
H -2.94 0.32 -2.23
H -2.16 1.33 -3.28
H -1.59 -0.31 -4.74
H -3.04 -1.08 -4.10
H 1.61 -2.23 -2.31
H 0.38 -3.46 -2.52

## Properties
* E_tot: -3632.71802 Eh
* total charge: -1
* LUMO: 2.56 eV



Record-wise highest occupied orbital energy values, in eV: -0.012 -4.527
Record-wise max |F| values, in hartree/bohr: 0.02463 0.00736